1.
Here is C2H2N4OS in the gas phase at a distorted geometry from the OMol25 dataset. Energies are from the ωB97M-V functional and the def2-TZVPD basis.

The LUMO energy is -0.04669 hartree. As for the orbital gap: 7.6 eV. The calculation puts the HOMO energy at -8.9 eV. The total charge is 0. Its SMILES is Oc1nnc(=S)[nH]n1.

CARTESIAN COORDINATES (ANGSTROEM)
1 O 2.270 -0.846 0.622
2 C 1.077 -0.199 0.178
3 N 0.518 0.750 1.121
4 N -0.618 1.125 0.886
5 C -1.489 0.532 -0.135
6 S -3.108 0.757 -0.303
7 N -0.791 -0.322 -1.005
8 N 0.508 -0.672 -0.909
9 H 2.709 -0.555 1.554
10 H -1.076 -0.570 -2.009

Population analysis type Löwdin, resulting atomic charges in e: -0.023, -0.338, 0.090, 0.029, -0.836, 0.627, -0.035, 0.118, 0.186, 0.181

***

2.
Here is C2H2N4S in the gas phase at a distorted geometry from the OMol25 dataset. Energies are from the ωB97M-V functional and the def2-TZVPD basis.

The LUMO energy (spin up / spin down) is -0.03799 / -0.02517 hartree. As for the orbital gap (spin up / spin down): 6.8 / 7.3 eV. The calculation puts the HOMO energy (spin up / spin down) at -7.8 / -7.9 eV. The total charge is 0.

CARTESIAN COORDINATES (ANGSTROEM)
1 C 0.708 -0.933 -0.145
2 C 2.602 0.486 0.057
3 N -0.247 -0.143 0.055
4 N 1.875 1.459 -0.206
5 N 0.648 1.951 -0.190
6 N -0.220 1.178 0.506
7 S 3.773 -0.607 0.021
8 H 1.108 -1.778 -0.630
9 H -1.068 1.677 0.430

Population analysis type Löwdin, resulting atomic charges in e: 0.067, -0.762, 0.010, -0.018, -0.032, -0.066, 0.634, 0.056, 0.111

***

3.
Here is C2H2N6 in the gas phase at a distorted geometry from the OMol25 dataset. Energies are from the ωB97M-V functional and the def2-TZVPD basis.

The LUMO energy is -0.04680 hartree. As for the orbital gap: 8.9 eV. The calculation puts the HOMO energy at -10.2 eV. The total charge is 0. Its SMILES is [H]/N=c1/nncnnn1.

CARTESIAN COORDINATES (ANGSTROEM)
1 H -1.369 1.805 0.306
2 N -0.761 1.446 0.957
3 C 0.306 0.929 0.445
4 N 1.267 0.102 1.098
5 N 0.999 -1.061 0.804
6 C -0.175 -1.266 0.011
7 N -0.590 -0.761 -1.103
8 N 0.300 0.066 -1.782
9 N 0.730 0.982 -0.971
10 H -0.706 -2.242 0.236

Population analysis type Löwdin, resulting atomic charges in e: 0.022, 0.196, -0.478, 0.105, 0.067, -0.200, 0.019, 0.055, 0.078, 0.136

***

4.
Here is C2H2N6O6 in the gas phase at a distorted geometry from the OMol25 dataset. Energies are from the ωB97M-V functional and the def2-TZVPD basis.

The LUMO energy is -0.04389 hartree. As for the orbital gap: 7.9 eV. The calculation puts the HOMO energy at -9.1 eV. The total charge is 0. Its SMILES is N/N=C(/N(N=C=O)O[N+](=O)[O-])[N+](=O)[O-].

CARTESIAN COORDINATES (ANGSTROEM)
1 N -0.371 -0.766 0.437
2 N -0.617 0.000 -0.633
3 C -0.854 1.259 -0.642
4 N -1.231 1.810 -1.859
5 N -1.049 1.024 -2.945
6 C -0.725 -0.144 -2.898
7 O -0.482 -1.193 -3.306
8 O -1.006 3.036 -2.181
9 N 0.449 3.451 -2.567
10 O 1.170 2.585 -2.244
11 O 0.542 4.415 -3.203
12 N -0.923 2.166 0.505
13 O -0.805 1.740 1.639
14 O -0.937 3.340 0.215
15 H -0.229 -0.521 1.466
16 H 0.142 -1.645 0.281

Population analysis type Löwdin, resulting atomic charges in e: 0.050, 0.064, -0.189, -0.138, 0.178, -0.330, 0.196, 0.003, -0.341, 0.149, 0.198, -0.297, 0.091, 0.118, 0.135, 0.115

***

5.
Here is a gas-phase ion, C2H2NO2 (charge -1) at a distorted geometry from the OMol25 dataset. Energies are from the ωB97M-V functional and the def2-TZVPD basis.

The LUMO energy is 0.16562 hartree. As for the orbital gap: 8.0 eV. The calculation puts the HOMO energy at -3.5 eV. The total charge is -1. Its SMILES is [H]/N=C/C(=O)[O-].

CARTESIAN COORDINATES (ANGSTROEM)
1 H 2.323 -0.363 0.700
2 N 1.288 0.081 0.812
3 C 0.467 -0.032 -0.105
4 C -1.222 0.221 -0.044
5 O -1.566 1.323 0.408
6 O -1.799 -0.761 -0.568
7 H 0.509 -0.468 -1.202

Population analysis type Löwdin, resulting atomic charges in e: 0.069, -0.002, -0.248, -0.720, -0.085, -0.112, 0.097

***

6.
Here is a gas-phase ion, C2H2NO2 (charge +1) at a distorted geometry from the OMol25 dataset. Energies are from the ωB97M-V functional and the def2-TZVPD basis.

The LUMO energy is -0.27660 hartree. As for the orbital gap: 10.3 eV. The calculation puts the HOMO energy at -17.8 eV. The total charge is +1.

CARTESIAN COORDINATES (ANGSTROEM)
1 C -0.499 0.667 -0.019
2 C -0.236 -0.602 -0.003
3 N -2.669 0.050 0.023
4 O -1.798 1.041 -0.010
5 O -2.231 -1.017 0.004
6 H 0.167 1.672 -0.017
7 H 0.459 -1.453 -0.131

Population analysis type Löwdin, resulting atomic charges in e: -0.088, 0.343, 0.083, 0.069, 0.195, 0.249, 0.149

***

7.
Here is a gas-phase ion, C2H2NO2S2 (charge -1) at a distorted geometry from the OMol25 dataset. Energies are from the ωB97M-V functional and the def2-TZVPD basis.

The LUMO energy is 0.12607 hartree. As for the orbital gap: 7.4 eV. The calculation puts the HOMO energy at -4.0 eV. The total charge is -1.

CARTESIAN COORDINATES (ANGSTROEM)
1 C -1.032 0.422 -0.678
2 C 0.142 0.571 0.370
3 N 1.111 -0.377 -0.027
4 O -1.763 1.383 -0.858
5 O -1.103 -0.711 -1.229
6 S 0.348 -1.891 -0.277
7 S 1.948 -1.515 1.049
8 H 0.625 1.667 0.272
9 H -0.276 0.451 1.377

Population analysis type Löwdin, resulting atomic charges in e: -0.725, -0.293, -0.815, -0.018, -0.233, 0.533, 0.308, 0.147, 0.096

***

8.
Here is 2 unconnected molecules or ions with the total composition C2H2NO3S at a distorted geometry from the OMol25 dataset. Energies are from the ωB97M-V functional and the def2-TZVPD basis.

The LUMO energy is 0.13210 hartree. As for the orbital gap: 8.4 eV. The calculation puts the HOMO energy at -4.8 eV. The total charge is -1.

CARTESIAN COORDINATES (ANGSTROEM)
1 C -0.174 -0.329 -0.080
2 C -0.830 -1.700 0.007
3 N 1.736 0.614 -0.037
4 O -1.931 -1.366 0.485
5 O -0.366 -2.745 -0.317
6 O -0.330 2.194 0.019
7 S -1.180 0.919 0.056
8 H 1.416 1.241 0.727
9 H 1.660 1.171 -0.860

Population analysis type Löwdin, resulting atomic charges in e: -0.236, -0.858, 0.006, -0.131, 0.031, -0.682, 0.959, -0.032, -0.059

***

9.
Here is 2 unconnected molecules or ions with the total composition C2H2NO3S at a distorted geometry from the OMol25 dataset. Energies are from the ωB97M-V functional and the def2-TZVPD basis.

The LUMO energy is 0.14228 hartree. As for the orbital gap: 8.2 eV. The calculation puts the HOMO energy at -4.3 eV. The total charge is -1.

CARTESIAN COORDINATES (ANGSTROEM)
1 C 1.683 0.986 0.635
2 C 0.509 0.693 -0.014
3 N -1.011 -1.429 0.418
4 O 2.817 0.916 0.935
5 O -2.545 -1.716 -1.762
6 O 0.620 1.683 1.158
7 S -2.011 -2.183 -0.376
8 H 0.253 1.232 -1.049
9 H -0.316 -0.183 0.054

Population analysis type Löwdin, resulting atomic charges in e: -0.569, -0.052, -0.493, 0.113, -0.711, 0.012, 0.585, 0.138, -0.022

***

10.
Here is a gas-phase ion, C2H2NO4 (charge -1) at a distorted geometry from the OMol25 dataset. Energies are from the ωB97M-V functional and the def2-TZVPD basis.

The LUMO energy is 0.14997 hartree. As for the orbital gap: 8.8 eV. The calculation puts the HOMO energy at -4.8 eV. The total charge is -1. Its SMILES is O=CNOC(=O)[O-].

CARTESIAN COORDINATES (ANGSTROEM)
1 O -2.723 -0.402 -0.103
2 C -1.723 0.312 -0.047
3 N -0.526 -0.120 0.225
4 O 0.574 0.669 0.196
5 C 1.952 -0.081 -0.047
6 O 1.913 -1.271 -0.009
7 O 2.862 0.725 -0.110
8 H -1.946 1.318 -0.447
9 H -0.385 -1.149 0.343

Population analysis type Löwdin, resulting atomic charges in e: -0.081, -0.407, -0.021, -0.083, -0.730, 0.025, -0.003, 0.131, 0.169

***

It is found that the energy relative to the best compared isomer or geometry (same formula, charge and spin) values, taken in the order of the records, are 47.5, 110.4, 65.6, 0.4, 18.3, 138.8, 53.2, 88.9, 74.4, 51.3 kcal per mole.